Version w
{
  "formula": "C3H8N2O2",
  "method": "ωB97M-V/def2-TZVPD",
  "spin_multiplicity": 2,
  "total_charge": 1,
  "orbital_gap_ev": [10.9, 6.8],
  "e_homo_ev": [-15.13, -15.13],
  "elements": ["C", "C", "N", "C", "N", "H", "H", "H", "H", "H", "H", "O", "H", "H", "O"],
  "xyz": [[2.175, 1.157, 0.012], [1.561, -0.150, -0.115], [0.565, -0.135, 0.749], [0.529, 1.118, 1.325], [1.503, 1.892, 0.874], [3.078, 1.538, -0.426], [1.811, -0.994, -0.740], [-0.073, -0.930, 0.834], [-0.259, 1.306, 2.035], [-2.921, -2.424, 0.398], [-1.816, -1.702, -0.230], [-2.166, -1.873, 0.658], [-1.491, -0.320, -2.227], [-2.509, -0.534, -3.387], [-2.282, -0.797, -2.488]],
  "mulliken_spin": [0.339, 0.365, -0.030, 0.365, -0.079, 0.010, 0.012, -0.002, 0.020, 0.000, 0.000, 0.000, 0.000, 0.000, 0.000]
}

Version x
{
  "formula": "C3H8N2O2",
  "method": "ωB97M-V/def2-TZVPD",
  "spin_multiplicity": 2,
  "total_charge": 1,
  "orbital_gap_ev": [12.0, 6.1],
  "e_homo_ev": [-15.24, -15.05],
  "elements": ["C", "C", "O", "N", "C", "N", "O", "H", "H", "H", "H", "H", "H", "H", "H"],
  "xyz": [[-0.692, -0.172, 0.667], [-1.084, -1.630, 0.245], [-2.420, -1.652, 0.722], [0.740, 0.106, 0.588], [1.242, 0.935, -0.454], [0.467, 2.032, -0.738], [2.186, 0.551, -1.080], [-1.247, 0.521, 0.055], [-0.908, -0.093, 1.742], [-1.094, -1.681, -0.841], [-0.526, -2.415, 0.746], [-2.995, -2.011, 0.039], [1.333, -0.701, 0.810], [0.300, 2.612, 0.081], [0.711, 2.585, -1.541]],
  "mulliken_spin": [-0.004, 0.068, 0.016, 0.652, -0.067, -0.025, 0.309, -0.001, 0.075, 0.003, 0.000, 0.000, -0.026, 0.000, 0.001]
}

Most stable to least stable, the ends of the list are version w and version x.

Version w
{
  "formula": "C20H20Cl3F4IrN2O5S2",
  "method": "ωB97M-V/def2-TZVPD",
  "total_charge": -2,
  "orbital_gap_ev": [6.3, 6.4],
  "e_homo_ev": [-1.79, -1.89],
  "elements": ["Ir", "C", "C", "N", "C", "C", "C", "C", "N", "C", "C", "F", "C", "F", "C", "C", "F", "C", "F", "H", "H", "H", "H", "H", "H", "H", "H", "H", "H", "H", "H", "H", "H", "H", "Cl", "C", "Cl", "Cl", "C", "O", "O", "C", "C", "C", "C", "C", "C", "H", "H", "H", "H", "H", "O", "S", "O", "O", "S"],
  "xyz": [[0.931, -0.348, 0.467], [-2.366, 1.786, 1.076], [-1.269, 1.732, 2.127], [-0.592, 0.444, 2.340], [0.079, 0.485, 3.655], [1.027, 1.653, 3.850], [-1.450, -0.741, 2.360], [-1.951, -1.205, 1.007], [-0.941, -1.159, -0.033], [-1.209, -1.918, -1.122], [-0.267, -2.166, -2.164], [0.941, -1.599, -2.132], [-0.520, -2.979, -3.243], [0.465, -3.165, -4.143], [-1.735, -3.609, -3.448], [-2.692, -3.335, -2.501], [-3.934, -3.863, -2.649], [-2.467, -2.524, -1.408], [-3.576, -2.276, -0.652], [-2.625, 2.834, 0.909], [-3.269, 1.265, 1.395], [-2.031, 1.372, 0.121], [-1.701, 2.051, 3.093], [-0.506, 2.464, 1.859], [0.623, -0.443, 3.775], [-0.703, 0.518, 4.438], [1.761, 1.685, 3.046], [1.567, 1.510, 4.788], [0.515, 2.615, 3.899], [-2.341, -0.601, 3.000], [-0.842, -1.525, 2.806], [-2.821, -0.628, 0.695], [-2.301, -2.229, 1.178], [-1.917, -4.254, -4.293], [4.165, -2.314, -1.029], [4.699, -0.784, -1.703], [5.857, -0.011, -0.570], [5.564, -1.093, -3.237], [3.492, 0.245, -1.899], [3.568, 0.961, -2.886], [2.668, 0.229, -0.961], [-0.147, 4.130, -1.018], [-0.795, 3.033, -1.567], [-0.514, 1.747, -1.116], [0.419, 1.513, -0.102], [1.088, 2.632, 0.408], [0.806, 3.918, -0.029], [-0.363, 5.133, -1.372], [-1.522, 3.172, -2.360], [-1.032, 0.910, -1.569], [1.868, 2.484, 1.145], [1.350, 4.758, 0.390], [1.501, -2.516, 0.727], [2.206, -2.482, 2.050], [3.339, -3.374, 2.127], [1.264, -2.645, 3.153], [2.810, -0.502, 1.966]],
  "mulliken_charge": [2.206, -1.593, -0.769, 0.925, -0.801, -1.126, -2.050, -0.808, -0.244, 0.694, -0.447, -0.016, -0.037, -0.324, -0.698, 0.138, -0.357, 0.269, -0.370, 0.432, 0.452, 0.188, 0.619, 0.349, 0.368, 0.452, -0.032, 0.414, 0.307, 0.363, 0.702, 0.509, 0.610, 0.486, -0.090, 0.636, -0.203, -0.204, -0.044, -0.694, -0.255, -0.611, -0.432, -0.270, 0.385, -0.725, -0.400, 0.323, 0.355, 0.273, 0.348, 0.379, -0.656, 0.879, -0.706, -0.670, -0.429]
}

Version x
{
  "formula": "C20H20Cl3F4IrN2O5S2",
  "method": "ωB97M-V/def2-TZVPD",
  "total_charge": -2,
  "orbital_gap_ev": [6.4, 6.4],
  "e_homo_ev": [-2.22, -2.22],
  "elements": ["Ir", "C", "C", "N", "C", "C", "C", "C", "N", "C", "C", "F", "C", "F", "C", "C", "F", "C", "F", "H", "H", "H", "H", "H", "H", "H", "H", "H", "H", "H", "H", "H", "H", "H", "Cl", "C", "Cl", "Cl", "C", "O", "O", "C", "C", "C", "C", "C", "C", "H", "H", "H", "H", "H", "O", "S", "O", "O", "S"],
  "xyz": [[-0.538, 0.207, 0.226], [-1.385, -1.644, -2.217], [-0.072, -2.323, -1.850], [0.352, -2.069, -0.461], [-0.094, -3.169, 0.401], [0.127, -2.929, 1.890], [1.799, -1.917, -0.344], [2.355, -0.733, -1.123], [1.600, 0.476, -0.880], [2.088, 1.588, -1.408], [1.462, 2.841, -1.121], [0.417, 2.819, -0.263], [1.876, 4.038, -1.650], [1.225, 5.187, -1.347], [2.991, 4.134, -2.479], [3.656, 2.954, -2.741], [4.779, 3.003, -3.512], [3.239, 1.734, -2.251], [4.020, 0.669, -2.636], [-1.553, -1.724, -3.291], [-1.341, -0.579, -1.965], [-2.228, -2.102, -1.706], [0.699, -1.945, -2.522], [-0.165, -3.406, -2.017], [0.425, -4.097, 0.099], [-1.162, -3.318, 0.226], [1.166, -3.071, 2.187], [-0.491, -3.617, 2.461], [-0.174, -1.913, 2.138], [2.326, -2.832, -0.673], [2.018, -1.751, 0.711], [2.386, -0.965, -2.197], [3.397, -0.602, -0.797], [3.316, 5.073, -2.891], [-4.177, 3.727, -3.016], [-3.905, 2.830, -1.527], [-4.053, 3.934, -0.165], [-5.127, 1.546, -1.375], [-2.466, 2.106, -1.510], [-1.934, 1.946, -2.587], [-2.154, 1.791, -0.355], [0.642, 0.691, 5.093], [1.625, 0.845, 4.132], [1.306, 0.760, 2.783], [0.002, 0.517, 2.344], [-0.971, 0.385, 3.341], [-0.663, 0.467, 4.689], [0.888, 0.742, 6.147], [2.650, 1.031, 4.436], [2.100, 0.883, 2.057], [-1.996, 0.197, 3.056], [-1.442, 0.348, 5.431], [-4.735, -3.001, 1.278], [-3.886, -2.710, 0.135], [-4.579, -2.176, -1.026], [-2.959, -3.799, -0.191], [-2.687, -1.076, 0.834]],
  "mulliken_charge": [1.297, -0.892, -0.622, 0.927, -0.663, -1.194, -1.213, -1.112, 0.211, 0.019, 0.059, -0.361, 0.136, -0.335, -0.613, 0.155, -0.353, 0.238, -0.372, 0.509, -0.150, 0.092, 0.391, 0.370, 0.495, 0.097, 0.379, 0.466, 0.118, 0.253, 0.472, 0.430, 0.575, 0.473, -0.177, 0.523, -0.188, -0.133, 0.354, -0.681, -0.682, -0.245, -0.749, 0.090, -0.220, 0.091, -0.784, 0.336, 0.348, 0.356, 0.358, 0.367, -0.690, 1.058, -0.617, -0.691, -0.305]
}

Most stable to least stable, the ends of the list are version w and version x.

Version w
{
  "formula": "C5H9N4O",
  "method": "ωB97M-V/def2-TZVPD",
  "total_charge": 1,
  "orbital_gap_ev": 9.0,
  "smiles": "O=C1CN=N[C@H]2[NH2+]CCN12",
  "e_homo_ev": -13.25,
  "elements": ["O", "C", "C", "N", "N", "C", "N", "C", "C", "N", "H", "H", "H", "H", "H", "H", "H", "H", "H"],
  "xyz": [[-1.906, -1.918, 0.166], [-1.554, -0.818, -0.132], [-2.524, 0.368, -0.090], [-1.761, 1.482, 0.393], [-0.582, 1.739, 0.238], [0.202, 0.920, -0.572], [1.547, 0.896, 0.055], [1.761, -0.392, 0.705], [0.904, -1.327, -0.014], [-0.244, -0.567, -0.516], [-2.823, 0.637, -1.168], [-3.430, 0.155, 0.513], [0.223, 1.131, -1.713], [1.637, 1.646, 0.754], [2.092, 1.031, -0.790], [1.475, -0.193, 1.719], [2.909, -0.650, 0.731], [1.493, -1.953, -0.849], [0.579, -2.187, 0.569]],
  "mulliken_charge": [-0.530, 0.536, -0.370, -0.315, -0.196, -0.118, -0.019, -0.435, -0.615, 0.012, 0.311, 0.314, 0.390, 0.348, 0.397, 0.309, 0.346, 0.276, 0.358]
}

Version x
{
  "formula": "C5H9N4O",
  "method": "ωB97M-V/def2-TZVPD",
  "total_charge": 1,
  "orbital_gap_ev": 8.4,
  "smiles": "CONC(=[NH2+])/N=C\\C#CN",
  "e_homo_ev": -13.03,
  "elements": ["C", "O", "N", "C", "N", "N", "C", "C", "C", "N", "H", "H", "H", "H", "H", "H", "H", "H", "H"],
  "xyz": [[-2.032, -1.863, -0.137], [-2.067, -0.609, -0.762], [-0.860, 0.146, -0.649], [-0.880, 1.352, -0.045], [-1.888, 1.807, 0.709], [0.124, 2.168, -0.183], [1.384, 1.964, -0.221], [1.929, 0.696, -0.139], [2.587, -0.332, -0.087], [3.290, -1.421, 0.108], [-1.796, -2.599, -0.768], [-3.178, -2.060, 0.175], [-1.379, -1.796, 0.807], [-0.234, -0.338, -1.242], [-1.616, 2.400, 1.456], [-2.729, 1.248, 0.691], [2.007, 2.771, -0.377], [4.219, -1.606, -0.266], [3.118, -1.927, 0.930]],
  "mulliken_charge": [-0.587, -0.377, 0.050, 0.514, -0.317, -0.543, -0.206, -0.559, 0.800, -0.437, 0.342, 0.222, 0.288, 0.285, 0.270, 0.264, 0.498, 0.252, 0.240]
}

Most stable to least stable, the ends of the list are version w and version x.

Version w
{
  "formula": "C2HNS",
  "method": "ωB97M-V/def2-TZVPD",
  "orbital_gap_ev": 11.2,
  "e_homo_ev": -11.26,
  "elements": ["C", "C", "N", "S", "H"],
  "xyz": [[-1.343, 0.318, 0.022], [1.652, -1.228, -0.074], [-0.994, 1.366, -0.196], [2.153, 0.191, -0.104], [-1.467, -0.647, 0.351]],
  "mulliken_charge": [0.054, 0.003, -0.337, -0.018, 0.297]
}

Version x
{
  "formula": "C2HNS",
  "method": "ωB97M-V/def2-TZVPD",
  "orbital_gap_ev": 11.2,
  "e_homo_ev": -10.85,
  "elements": ["C", "C", "N", "S", "H"],
  "xyz": [[-1.582, 0.361, 0.111], [2.045, -1.326, -0.146], [-0.585, 0.774, -0.266], [2.456, 0.085, -0.538], [-2.334, 0.107, 0.839]],
  "mulliken_charge": [0.036, 0.023, -0.289, -0.035, 0.265]
}

Most stable to least stable, the ends of the list are version w and version x.

Version w
{
  "formula": "C5H6N2O2",
  "method": "ωB97M-V/def2-TZVPD",
  "orbital_gap_ev": 9.5,
  "smiles": "[H]/N=c1\\ccon1OC=C",
  "e_homo_ev": -8.99,
  "elements": ["H", "N", "C", "C", "C", "O", "N", "O", "C", "C", "H", "H", "H", "H", "H"],
  "xyz": [[-1.110, -2.715, 0.106], [-1.374, -1.720, 0.023], [-0.418, -1.088, -0.555], [0.729, -1.423, -1.421], [1.346, -0.256, -1.677], [0.735, 0.785, -1.069], [-0.542, 0.335, -0.606], [-0.824, 0.961, 0.607], [0.078, 0.776, 1.612], [0.105, 1.532, 2.682], [0.997, -2.404, -1.784], [2.276, -0.049, -2.225], [0.767, -0.054, 1.570], [0.684, 1.283, 3.547], [-0.524, 2.415, 2.718]],
  "mulliken_charge": [0.232, -0.679, 0.655, -0.441, -0.292, -0.306, 0.124, -0.271, 0.244, -0.756, 0.386, 0.382, 0.198, 0.264, 0.261]
}

Version x
{
  "formula": "C5H6N2O2",
  "method": "ωB97M-V/def2-TZVPD",
  "orbital_gap_ev": 9.8,
  "smiles": "N/N=C1\\OC(=O)[C@@H]2C[C@H]12",
  "e_homo_ev": -8.93,
  "elements": ["N", "N", "C", "O", "C", "O", "C", "C", "C", "H", "H", "H", "H", "H", "H"],
  "xyz": [[-0.068, 2.852, -0.658], [-0.237, 1.590, -1.150], [-0.213, 0.640, -0.347], [0.030, 0.741, 1.021], [-0.248, -0.473, 1.646], [-0.126, -0.552, 2.852], [-0.508, -1.502, 0.633], [0.697, -1.706, -0.296], [-0.426, -0.811, -0.727], [0.125, 3.497, -1.446], [0.683, 2.969, 0.007], [-1.113, -2.321, 0.940], [1.677, -1.247, -0.101], [0.765, -2.665, -0.805], [-1.037, -1.011, -1.568]],
  "mulliken_charge": [-0.543, -0.320, 0.515, -0.338, 0.439, -0.563, -0.213, -0.634, -0.113, 0.261, 0.226, 0.412, 0.211, 0.253, 0.407]
}

Most stable to least stable, the ends of the list are version x and version w.

Version w
{
  "formula": "C5H6N2O2",
  "method": "ωB97M-V/def2-TZVPD",
  "orbital_gap_ev": 9.9,
  "smiles": "O=CN1C[C@@H]2O[C@H]2C=N1",
  "e_homo_ev": -9.61,
  "elements": ["O", "C", "N", "C", "C", "O", "C", "C", "N", "H", "H", "H", "H", "H", "H"],
  "xyz": [[2.285, -2.257, 0.277], [1.778, -1.341, -0.429], [0.481, -0.663, -0.297], [0.398, 0.642, -0.995], [-1.037, 0.804, -0.451], [-1.715, 1.918, 0.120], [-0.940, 1.079, 0.989], [-1.201, -0.367, 1.279], [-0.423, -1.216, 0.720], [2.384, -1.220, -1.352], [0.453, 0.366, -2.155], [1.103, 1.344, -0.648], [-1.892, 0.050, -0.725], [0.042, 1.503, 1.386], [-1.715, -0.643, 2.282]],
  "mulliken_charge": [-0.503, -0.052, 0.320, -0.637, 0.066, -0.436, 0.057, -0.213, -0.459, 0.313, 0.321, 0.323, 0.336, 0.233, 0.329]
}

Version x
{
  "formula": "C5H6N2O2",
  "method": "ωB97M-V/def2-TZVPD",
  "orbital_gap_ev": 9.2,
  "e_homo_ev": -8.59,
  "elements": ["C", "C", "C", "C", "C", "H", "H", "H", "H", "H", "H", "N", "N", "O", "O"],
  "xyz": [[-2.418, 1.595, 0.554], [-1.608, 0.399, 0.319], [0.707, -0.393, -0.206], [1.921, -1.981, -0.176], [2.636, -0.954, -0.771], [-2.293, 2.356, -0.152], [-2.006, 1.988, 1.436], [-3.197, 1.182, 0.818], [0.090, 1.342, 0.007], [2.330, -3.016, -0.257], [3.680, -0.821, -1.226], [-0.280, 0.587, -0.014], [0.709, -1.629, 0.153], [-2.094, -0.736, 0.281], [1.825, 0.082, -0.766]],
  "mulliken_charge": [-1.650, 0.967, 0.551, -0.308, -0.063, 0.394, 0.398, 0.528, 0.014, 0.319, 0.310, -0.075, -0.428, -0.574, -0.380]
}

Most stable to least stable, the ends of the list are version x and version w.